(1)
{"formula": "C5H10N2O", "method": "ωB97M-V/def2-TZVPD", "homo_lumo_gap_ev": 8.984, "e_above_lowest_kcal_mol": 112.5, "elements": ["C", "N", "C", "N", "C", "C", "C", "O", "H", "H", "H", "H", "H", "H", "H", "H", "H", "H"], "positions_angstrom": [[-1.19652, -0.81649, 0.91059], [-0.61847, -0.77805, -0.43123], [1.38883, -0.60154, -0.07364], [1.63833, 0.65942, 0.08188], [-0.76746, 0.31125, -1.17408], [-0.77161, 1.65874, -0.77811], [1.86065, -1.82360, -0.17806], [-1.37315, 2.19596, 0.35854], [-1.49650, 1.51087, 1.02193], [1.80248, 0.95009, 1.04176], [0.67684, 1.35599, -0.40445], [-0.42673, 0.18532, -2.20257], [-0.80484, 2.39723, -1.57269], [-1.04683, -1.81516, 1.32004], [-2.27201, -0.61812, 0.88103], [-0.72957, -0.11819, 1.62364], [1.21536, -2.65894, -0.39384], [2.92117, -1.99478, -0.03074]]}



(2)
{"formula": "C18H25N3O5", "method": "ωB97M-V/def2-TZVPD", "homo_lumo_gap_ev": 8.773, "e_above_lowest_kcal_mol": 3.3, "smiles": "COc1cc2[nH]c(=O)n(CCC(=O)NCCC(C)C)c(=O)c2cc1OC", "elements": ["C", "O", "C", "C", "C", "N", "C", "O", "N", "C", "C", "C", "O", "N", "C", "C", "C", "C", "C", "C", "O", "C", "C", "C", "O", "C", "H", "H", "H", "H", "H", "H", "H", "H", "H", "H", "H", "H", "H", "H", "H", "H", "H", "H", "H", "H", "H", "H", "H", "H", "H"], "positions_angstrom": [[4.05011, 4.56699, 0.98201], [4.24776, 3.39732, 0.21627], [3.22423, 2.58429, -0.13508], [3.62691, 1.45529, -0.83985], [2.71430, 0.51028, -1.28531], [3.10241, -0.60870, -1.98196], [2.25337, -1.60508, -2.38125], [2.65827, -2.59940, -2.94122], [0.91072, -1.37875, -2.14197], [0.00863, -2.48053, -2.42849], [0.05261, -3.51223, -1.28999], [-0.10911, -2.80607, 0.05016], [0.79399, -2.16133, 0.55194], [-1.31875, -2.93183, 0.62183], [-1.63367, -2.30942, 1.88967], [-3.12237, -2.02651, 2.06224], [-3.72306, -0.91177, 1.19057], [-3.80685, -1.29420, -0.28531], [-2.95699, 0.40092, 1.33593], [0.38424, -0.29136, -1.45779], [-0.81441, -0.19751, -1.27146], [1.35800, 0.70056, -1.02676], [0.94592, 1.82920, -0.31796], [1.84480, 2.77440, 0.13387], [1.46518, 3.89300, 0.83039], [0.10053, 4.05813, 1.13346], [5.04790, 4.98368, 1.11857], [3.61248, 4.34201, 1.95602], [3.42073, 5.28998, 0.46050], [4.68242, 1.33349, -1.02483], [4.08665, -0.78095, -2.13503], [0.32302, -2.94525, -3.36468], [-0.99288, -2.05778, -2.52999], [-0.72076, -4.26327, -1.44792], [1.03296, -3.99154, -1.30293], [-2.03823, -3.48342, 0.18452], [-1.30808, -2.97288, 2.70337], [-1.04173, -1.39449, 1.95442], [-3.27411, -1.75445, 3.10973], [-3.67925, -2.95162, 1.88543], [-4.74521, -0.75966, 1.56183], [-4.25581, -2.27815, -0.41274], [-4.42152, -0.57213, -0.81836], [-2.81789, -1.27968, -0.73240], [-2.77807, 0.63508, 2.38365], [-3.52774, 1.21427, 0.89328], [-2.00734, 0.33553, 0.81213], [-0.11227, 1.92742, -0.14040], [-0.50483, 4.15245, 0.22688], [-0.27981, 3.23163, 1.74103], [0.04261, 4.98403, 1.70399]]}



(3)
{"formula": "C3H3NOS", "method": "ωB97M-V/def2-TZVPD", "homo_lumo_gap_ev": 9.407, "e_above_lowest_kcal_mol": 74.2, "smiles": "Sc1ccno1", "elements": ["S", "C", "C", "C", "N", "O", "H", "H", "H"], "positions_angstrom": [[-0.77215, 0.96776, -1.58931], [-0.16409, -0.03070, -0.16589], [0.74339, -0.99047, -0.29161], [1.10980, -1.19929, 1.08565], [0.50286, -0.45244, 1.94573], [-0.32991, 0.38938, 1.06181], [-2.25721, 1.22509, -0.85799], [1.52884, -1.53382, -1.02794], [2.06737, -1.80070, 1.43131]]}



(4)
{"formula": "B2H12NO6Ta", "method": "ωB97M-V/def2-TZVPD", "homo_lumo_gap_ev": 6.700, "elements": ["O", "B", "O", "O", "Ta", "O", "B", "O", "O", "H", "H", "H", "H", "H", "H", "H", "H", "N", "H", "H", "H", "H"], "positions_angstrom": [[2.79157, -0.85770, 1.15800], [1.37671, -1.04950, 1.57114], [0.74529, -2.38196, 1.31908], [0.68094, 0.07664, 2.22456], [0.25236, 1.65906, 0.78684], [-1.16594, 0.32383, -0.11789], [-2.31830, 0.03999, 0.75958], [-3.56222, -0.46796, 0.07932], [-2.36466, 0.17996, 2.22842], [2.85692, -0.96237, 0.15884], [1.00664, -2.64523, 0.36717], [1.56424, 0.96030, -0.31425], [-0.08304, 3.01916, -0.43608], [-1.01322, 2.39034, 1.91473], [1.59400, 2.69716, 1.60600], [-3.64756, 0.17472, -0.70907], [-1.97590, -0.62319, 2.68686], [0.65243, -0.50665, -3.05670], [0.02452, -1.07371, -3.63840], [1.56136, -0.97729, -2.97474], [0.78205, 0.41480, -3.49064], [0.24184, -0.39041, -2.12277]]}



(5)
{"formula": "C2H10N2O", "method": "ωB97M-V/def2-TZVPD", "homo_lumo_gap_ev": 10.402, "e_above_lowest_kcal_mol": 2.1, "smiles": "NCCO.N", "elements": ["N", "C", "C", "O", "H", "H", "H", "H", "H", "H", "H", "N", "H", "H", "H"], "positions_angstrom": [[0.87069, -1.23421, -0.28951], [-0.11216, -1.35901, 0.78571], [-1.30261, -0.43012, 0.57294], [-1.08980, 0.92480, 0.90620], [0.49238, -1.69510, -1.11040], [1.73356, -1.71665, -0.07954], [0.35469, -1.13569, 1.74824], [-0.47829, -2.38716, 0.93414], [-2.15047, -0.78960, 1.15358], [-1.64242, -0.54158, -0.47399], [-0.47610, 1.37513, 0.29078], [0.72418, 2.24120, -0.97058], [1.43977, 2.74788, -0.46275], [1.07315, 1.30387, -1.14645], [0.56346, 2.69625, -1.85835]]}



Please write out number 5 again, unchanged.
{"formula": "C2H10N2O", "method": "ωB97M-V/def2-TZVPD", "homo_lumo_gap_ev": 10.402, "e_above_lowest_kcal_mol": 2.1, "smiles": "NCCO.N", "elements": ["N", "C", "C", "O", "H", "H", "H", "H", "H", "H", "H", "N", "H", "H", "H"], "positions_angstrom": [[0.87069, -1.23421, -0.28951], [-0.11216, -1.35901, 0.78571], [-1.30261, -0.43012, 0.57294], [-1.08980, 0.92480, 0.90620], [0.49238, -1.69510, -1.11040], [1.73356, -1.71665, -0.07954], [0.35469, -1.13569, 1.74824], [-0.47829, -2.38716, 0.93414], [-2.15047, -0.78960, 1.15358], [-1.64242, -0.54158, -0.47399], [-0.47610, 1.37513, 0.29078], [0.72418, 2.24120, -0.97058], [1.43977, 2.74788, -0.46275], [1.07315, 1.30387, -1.14645], [0.56346, 2.69625, -1.85835]]}